No. 1
This record from the Open Molecules 2025 dataset describes C4H3O2Y as an isolated structure. The level of theory is wB97M-V/def2-TZVPD.

The geometry in XYZ format:
```
10
Properties=species:S:1:pos:R:3
O 1.672 -1.364 -0.415
C 0.530 -1.405 -0.050
C -0.696 -1.171 0.308
C -1.246 0.091 -0.282
C -0.706 1.330 -0.258
H -1.257 -1.839 0.963
H 0.666 2.411 0.179
H -2.249 -0.003 -0.708
Y 2.627 0.544 0.012
O 0.661 1.407 0.251
```

Output
* E_tot: -342.13986 a.u.
* E_LUMO (alpha / beta): -0.417 / -0.417 Ha
* spin multiplicity: 1
* energy relative to the best compared isomer or geometry (same formula, charge and spin): 0.0 kJ/mol
* charge: +2
* molar mass: 171.972 g/mol
* frontier orbital gap (alpha / beta): 4.88 / 4.88 eV



No. 2
This record from the Open Molecules 2025 dataset describes a 2-piece molecular cluster, C4H3O3 overall. The level of theory is wB97M-V/def2-TZVPD.

The geometry in XYZ format:
```
10
Properties=species:S:1:pos:R:3
C 0.274 0.284 -0.206
C 0.484 -0.514 0.828
C -0.265 0.282 -2.635
C -0.564 0.445 1.163
O 0.743 0.584 -3.139
O -1.384 -0.071 -2.607
O 1.243 -1.468 1.454
H -0.437 1.367 1.773
H -1.600 0.181 1.042
H 1.505 -1.090 2.326
```

Output
* E_tot: -379.86088 a.u.
* E_LUMO: 0.144 Ha
* spin multiplicity: 1
* energy relative to the best compared isomer or geometry (same formula, charge and spin): 250.2 kJ/mol
* charge: -1
* molar mass: 99.065 g/mol
* frontier orbital gap: 7.09 eV



No. 3
This record from the Open Molecules 2025 dataset describes an isolated ion of composition C4H3O3S and charge -1. The level of theory is wB97M-V/def2-TZVPD.

The geometry in XYZ format:
```
11
Properties=species:S:1:pos:R:3
O 1.855 2.309 0.046
C 1.428 1.227 0.137
C 1.191 0.000 -0.113
S 2.371 -1.388 0.211
C -0.187 -0.392 -0.082
O -0.407 -1.720 -0.095
C -1.046 0.597 0.063
O -2.387 0.260 0.327
H 0.661 -1.997 -0.155
H -1.005 1.725 -0.189
H -2.475 -0.621 -0.150
```

Output
* E_tot: -778.09630 a.u.
* E_LUMO: 0.138 Ha
* spin multiplicity: 1
* energy relative to the best compared isomer or geometry (same formula, charge and spin): 238.2 kJ/mol
* charge: -1
* molar mass: 131.132 g/mol
* structure (SMILES): O=C=C([S-])/C(O)=C/O
* frontier orbital gap: 6.54 eV



No. 4
This record from the Open Molecules 2025 dataset describes C4H3O5Sc as an isolated structure. The level of theory is wB97M-V/def2-TZVPD.

The geometry in XYZ format:
```
13
Properties=species:S:1:pos:R:3
O 3.579 0.747 1.564
C 2.845 1.301 0.808
C -0.081 -1.243 -1.092
C -1.225 -1.263 -0.107
O -1.839 0.013 0.018
C -1.053 1.072 0.124
O 0.021 1.048 -0.568
O -1.197 1.931 1.018
O 1.067 -1.528 -0.735
H -0.314 -1.074 -2.163
H -0.838 -1.578 0.872
H -1.968 -2.010 -0.421
Sc 1.005 2.583 0.682
```

Output
* E_tot: -1290.86600 a.u.
* E_LUMO (alpha / beta): -0.218 / -0.220 Ha
* spin multiplicity: 2
* energy relative to the best compared isomer or geometry (same formula, charge and spin): 72.6 kJ/mol
* charge: +1
* molar mass: 176.019 g/mol
* frontier orbital gap (alpha / beta): 7.18 / 7.16 eV



No. 5
This record from the Open Molecules 2025 dataset describes one molecule with the formula C4H4. The level of theory is wB97M-V/def2-TZVPD.

The geometry in XYZ format:
```
8
Properties=species:S:1:pos:R:3
C 1.925 0.257 -0.886
C 0.884 -0.086 -0.383
C -0.337 -0.538 0.215
C -1.363 0.253 0.524
H 2.871 0.538 -1.296
H -0.370 -1.603 0.466
H -2.238 -0.145 1.029
H -1.371 1.325 0.330
```

Output
* E_tot: -154.72034 a.u.
* E_LUMO: 0.038 Ha
* spin multiplicity: 1
* energy relative to the best compared isomer or geometry (same formula, charge and spin): 0.4 kJ/mol
* charge: 0
* molar mass: 52.076 g/mol
* structure (SMILES): C#CC=C
* frontier orbital gap: 10.39 eV



No. 6
This record from the Open Molecules 2025 dataset describes one molecule with the formula C4H4. The level of theory is wB97M-V/def2-TZVPD.

The geometry in XYZ format:
```
8
Properties=species:S:1:pos:R:3
C 1.565 -0.694 0.430
C -0.413 0.264 -0.170
C -1.224 -0.545 -0.795
C 0.905 0.559 0.534
H -2.174 -0.223 -0.937
H -1.075 -1.594 -0.789
H 0.929 0.906 1.587
H 1.486 1.326 0.139
```

Output
* E_tot: -154.50745 a.u.
* E_LUMO (alpha / beta): -0.007 / -0.021 Ha
* spin multiplicity: 1
* energy relative to the best compared isomer or geometry (same formula, charge and spin): 559.3 kJ/mol
* charge: 0
* molar mass: 52.076 g/mol
* frontier orbital gap (alpha / beta): 7.90 / 7.65 eV



No. 7
This record from the Open Molecules 2025 dataset describes a 17-piece molecular cluster, C4H41NO16 overall. The level of theory is wB97M-V/def2-TZVPD.

The geometry in XYZ format:
```
62
Properties=species:S:1:pos:R:3
C 1.148 -0.689 1.068
N -0.182 -0.954 0.482
C -0.463 -0.043 -0.649
C -2.478 0.408 -2.042
C -1.767 -0.410 -1.296
H 1.912 -0.670 0.295
H 1.385 -1.561 1.729
H 1.211 0.253 1.609
H -0.948 -0.844 1.173
H -0.430 0.975 -0.331
H 0.358 -0.169 -1.400
H -3.398 0.160 -2.486
H -2.259 1.438 -2.221
H -2.054 -1.492 -1.105
H -0.979 4.043 -1.495
H -1.360 2.760 -0.684
O -0.775 3.161 -1.368
H -2.948 -1.642 1.512
H -3.352 -2.657 0.477
O -2.804 -2.496 1.254
H 3.525 -1.837 -2.152
H 1.944 -1.565 -2.407
O 2.747 -1.468 -1.740
H 2.260 -2.699 -0.586
H 2.581 -3.603 0.549
O 1.977 -3.477 -0.152
H 3.700 1.112 0.063
H 2.968 1.473 1.402
O 3.700 0.957 1.057
H -1.998 2.994 2.042
H -0.682 2.596 2.696
O -1.618 2.779 2.871
H 1.212 2.626 1.502
H 1.484 3.077 2.954
O 1.011 2.425 2.427
H 0.387 1.992 -4.052
H -0.127 2.095 -2.633
O 0.358 1.526 -3.182
H 0.199 -2.285 -2.737
H 0.217 -0.889 -3.425
O 0.684 -1.705 -3.353
H 2.750 0.284 -1.732
H 1.905 1.370 -2.496
O 2.670 1.208 -1.846
H -2.284 1.172 2.722
H -1.924 -0.316 2.884
O -2.485 0.315 2.362
H -0.406 -2.724 -0.679
H 0.312 -3.834 -1.214
O -0.374 -3.235 -1.446
H 0.122 -3.245 1.366
H -1.353 -3.229 1.786
O -0.424 -3.385 2.129
H 0.823 3.136 -0.577
H 2.072 2.318 -0.659
O 1.591 2.939 -0.123
H 0.127 -0.755 3.686
H -0.506 -2.045 3.178
O -0.712 -1.209 3.662
H -3.462 2.104 0.078
H -2.293 1.299 0.849
O -2.497 2.137 0.401
```

Output
* E_tot: -1435.61356 a.u.
* E_LUMO: -0.003 Ha
* spin multiplicity: 1
* energy relative to the best compared isomer or geometry (same formula, charge and spin): 73.4 kJ/mol
* charge: 0
* molar mass: 359.363 g/mol
* frontier orbital gap: 9.11 eV



No. 8
This record from the Open Molecules 2025 dataset describes C4H4BiLiO5 as an isolated structure. The level of theory is wB97M-V/def2-TZVPD.

The geometry in XYZ format:
```
15
Properties=species:S:1:pos:R:3
O -0.252 0.894 1.030
C 0.481 -0.037 1.601
C -1.375 0.239 0.254
O 1.637 0.130 1.940
O -0.080 -1.232 1.520
C -1.375 -1.151 0.899
H -1.415 0.177 -0.839
H -2.218 0.897 0.481
H -1.451 -1.964 0.171
H -2.141 -1.261 1.674
O 0.906 -0.290 -2.600
C 1.405 0.040 -1.470
O 1.938 1.251 -1.468
Li 2.596 0.730 0.238
Bi 1.345 1.579 -3.433
```

Output
* E_tot: -752.90662 a.u.
* E_LUMO (alpha / beta): -0.198 / -0.218 Ha
* spin multiplicity: 2
* energy relative to the best compared isomer or geometry (same formula, charge and spin): 55.8 kJ/mol
* charge: +1
* molar mass: 347.992 g/mol
* frontier orbital gap (alpha / beta): 7.51 / 7.01 eV



No. 9
This record from the Open Molecules 2025 dataset describes C4H4Br2F6O6S2Ti as an isolated structure. The level of theory is wB97M-V/def2-TZVPD.

The geometry in XYZ format:
```
25
Properties=species:S:1:pos:R:3
Ti -1.549 -0.487 1.434
C -2.911 4.100 1.916
F -3.715 3.508 1.071
F -2.743 5.294 1.501
F -3.325 3.994 3.188
S -1.215 3.110 1.711
O -0.570 3.596 0.500
O -0.283 3.444 2.752
O -1.546 1.711 1.691
C 3.199 -0.679 0.150
F 4.387 -0.102 0.087
F 2.882 -1.187 -1.085
F 3.198 -1.641 1.099
S 1.820 0.618 0.579
O 0.553 -0.079 0.846
O 2.265 1.277 1.781
O 1.735 1.705 -0.373
Br -0.279 -5.760 -2.060
C -0.346 -4.028 -2.988
C -0.065 -2.877 -2.015
Br -1.539 -2.660 -0.611
H -1.320 -3.947 -3.469
H 0.429 -3.921 -3.747
H 0.062 -1.885 -2.447
H 0.874 -3.104 -1.511
```

Output
* E_tot: -7999.32809 a.u.
* E_LUMO (alpha / beta): 0.076 / 0.075 Ha
* spin multiplicity: 4
* energy relative to the best compared isomer or geometry (same formula, charge and spin): 141.0 kJ/mol
* charge: -1
* molar mass: 533.867 g/mol
* frontier orbital gap (alpha / beta): 5.52 / 8.03 eV



No. 10
This record from the Open Molecules 2025 dataset describes C4H4Br4 as an isolated structure. The level of theory is wB97M-V/def2-TZVPD.

The geometry in XYZ format:
```
12
Properties=species:S:1:pos:R:3
C -0.718 0.958 0.001
C -1.660 -0.060 -0.085
C -2.982 0.208 0.009
C 0.603 0.895 -0.050
Br 6.047 -2.529 -0.118
Br -3.952 -1.327 0.010
Br 1.538 -0.851 -0.119
Br 1.933 2.250 -0.116
H -1.106 1.988 0.154
H 5.233 -1.647 0.382
H -1.494 -1.061 0.005
H -3.443 1.176 -0.073
```

Output
* E_tot: -10450.79365 a.u.
* E_LUMO: -0.004 Ha
* spin multiplicity: 1
* energy relative to the best compared isomer or geometry (same formula, charge and spin): 103.9 kJ/mol
* charge: 0
* molar mass: 371.692 g/mol
* frontier orbital gap: 8.68 eV



Which value of charge does entry 8 give? +1



Repeat the ninth record exactly.
This record from the Open Molecules 2025 dataset describes C4H4Br2F6O6S2Ti as an isolated structure. The level of theory is wB97M-V/def2-TZVPD.

The geometry in XYZ format:
```
25
Properties=species:S:1:pos:R:3
Ti -1.549 -0.487 1.434
C -2.911 4.100 1.916
F -3.715 3.508 1.071
F -2.743 5.294 1.501
F -3.325 3.994 3.188
S -1.215 3.110 1.711
O -0.570 3.596 0.500
O -0.283 3.444 2.752
O -1.546 1.711 1.691
C 3.199 -0.679 0.150
F 4.387 -0.102 0.087
F 2.882 -1.187 -1.085
F 3.198 -1.641 1.099
S 1.820 0.618 0.579
O 0.553 -0.079 0.846
O 2.265 1.277 1.781
O 1.735 1.705 -0.373
Br -0.279 -5.760 -2.060
C -0.346 -4.028 -2.988
C -0.065 -2.877 -2.015
Br -1.539 -2.660 -0.611
H -1.320 -3.947 -3.469
H 0.429 -3.921 -3.747
H 0.062 -1.885 -2.447
H 0.874 -3.104 -1.511
```

Output
* E_tot: -7999.32809 a.u.
* E_LUMO (alpha / beta): 0.076 / 0.075 Ha
* spin multiplicity: 4
* energy relative to the best compared isomer or geometry (same formula, charge and spin): 141.0 kJ/mol
* charge: -1
* molar mass: 533.867 g/mol
* frontier orbital gap (alpha / beta): 5.52 / 8.03 eV